Entry 1:
Here is a cluster of 2 separate species, C4H8NOP in total in a non-equilibrium geometry from OMol25. Energies are from ωB97M-V/def2-TZVPD.

XYZ file:
```
15
Properties=species:S:1:pos:R:3:forces:R:3:lowdin_charge:R:1
H 0.374 2.162 -0.968 -1.6594 2.5869 -0.3433 -0.01
C -1.635 0.256 -0.551 -0.1892 -0.4515 -0.5436 -0.30
H 2.519 -1.055 -1.104 -1.3239 -1.7526 0.5094 0.08
H 0.891 0.708 -1.628 0.1776 -0.1098 -0.6398 0.02
H -1.945 -1.454 1.505 0.1479 -0.6024 0.2817 0.08
O 1.674 -1.437 -0.728 0.8755 1.1128 -0.5150 -0.15
H 1.557 -2.395 -0.706 0.8901 0.2552 -0.3513 0.06
C -0.751 0.000 0.510 0.0773 0.5378 0.4487 -0.66
H -2.193 0.225 1.942 0.8680 -1.1658 0.3620 0.11
H 2.154 1.785 -0.962 -0.2050 0.3770 -0.0469 0.03
H -0.720 -0.592 2.524 1.1123 -0.4649 1.5725 0.03
N -2.437 0.345 -1.372 -0.0528 0.2718 -0.2528 0.16
C 1.116 1.471 -0.900 1.3930 -3.2013 1.2507 -0.30
C -1.384 -0.559 1.730 -3.3394 1.7153 -1.2333 -0.16
P 0.780 0.538 0.707 1.2280 0.8916 -0.4992 1.02
```
Positions in Å, forces in eV/Å.

Its gap between HOMO and LUMO is 8.8 eV. Its SMILES is C/P=C(/C)C#N.O. The value obtained for the strongest force on any atom is 4.0 eV/A.



Entry 2:
Here is the molecule C2H4NPS in a non-equilibrium geometry from OMol25. Energies are from ωB97M-V/def2-TZVPD.

XYZ file:
```
9
Properties=species:S:1:pos:R:3:forces:R:3:lowdin_charge:R:1
S 2.162 -1.299 0.108 -0.9457 0.5757 -1.0513 0.49
C 0.391 0.742 0.170 -2.1079 0.2123 -2.0553 -0.44
C 0.392 -0.721 -0.255 2.3637 -0.2858 1.8553 -0.46
P 2.989 0.670 -0.054 3.9827 -2.3293 0.0358 0.46
H -0.068 -1.351 0.473 -1.0532 -0.2992 0.2521 0.04
H -0.021 -0.854 -1.217 0.1223 -0.4678 -1.2571 0.06
N 1.583 1.408 -0.030 -3.3843 2.6211 -0.2454 -0.38
H 0.132 0.746 1.187 -0.3073 0.2316 1.9489 0.09
H -0.518 1.238 -0.332 1.3296 -0.2586 0.5170 0.14
```
Positions in Å, forces in eV/Å.

Its gap between HOMO and LUMO (spin up / spin down) is 7.2 / 6.8 eV. As for the multiplicity: 3. Its expectation value of S² is 2.01. The value obtained for the strongest force on any atom is 4.6 eV/A.



Entry 3:
Here is the molecule C3H7N2P in a non-equilibrium geometry from OMol25. Energies are from ωB97M-V/def2-TZVPD.

XYZ file:
```
13
Properties=species:S:1:pos:R:3:forces:R:3:lowdin_charge:R:1
N 1.702 0.549 0.253 -1.5234 2.8215 2.1242 -0.08
H -0.505 1.236 0.695 -0.1450 1.4562 0.4555 -0.11
H -0.774 -0.668 1.196 0.8523 0.2469 -0.4415 -0.06
P -0.429 0.083 -0.002 -2.5611 -2.4178 -0.9748 0.77
N 2.722 0.060 -0.009 0.7175 -1.2947 -0.3899 -0.14
H 4.701 -0.028 0.077 2.6901 0.8711 1.9894 0.04
H 4.004 -0.876 -1.242 -0.1205 -1.0775 -0.9673 0.06
C 3.841 -0.425 -0.293 0.3816 -0.6643 -1.9773 0.03
H -2.428 -0.553 -1.472 0.4281 0.1169 0.9573 0.05
C -2.236 -0.079 -0.473 2.5495 -0.9846 -3.2664 -0.53
H -3.092 0.721 1.130 -0.4998 0.5866 1.3565 0.03
H -4.247 -0.255 -0.076 0.9742 1.4488 0.5645 0.08
C -3.260 0.235 0.215 -3.7434 -1.1092 0.5698 -0.14
```
Positions in Å, forces in eV/Å.

Its gap between HOMO and LUMO (spin up / spin down) is 7.0 / 6.1 eV. As for the multiplicity: 3. Its expectation value of S² is 2.03. The value obtained for the strongest force on any atom is 4.3 eV/A.